(1)
Formula: C27H33O2Tc
Source: OMol25
Level of theory: ωB97M-V/def2-TZVPD

Geometry (Å):
O  -0.893  -0.249  -4.092
C  -0.893  0.963  -4.943
C  -0.383  0.268  -6.198
H  -0.188  1.732  -4.576
H  -1.925  1.355  -5.050
C  -0.425  -0.972  -5.278
H  0.636  0.546  -6.487
H  -1.104  0.308  -7.012
C  0.905  -1.620  -4.976
H  1.576  -0.956  -4.421
H  1.391  -1.968  -5.904
H  0.715  -2.484  -4.328
C  -1.458  -1.951  -5.813
H  -2.427  -1.457  -5.911
H  -1.572  -2.791  -5.128
H  -1.139  -2.318  -6.795
Tc  -0.930  -0.534  1.317
C  -2.528  -1.405  2.443
C  -2.453  -0.006  2.733
C  -2.704  0.710  1.519
H  -2.257  0.398  3.721
C  -2.975  -0.249  0.493
C  -2.858  -1.547  1.059
H  -2.986  -2.478  0.535
H  -2.392  -2.199  3.166
H  -2.637  1.791  1.398
H  -3.222  -0.055  -0.540
C  0.157  -1.996  2.340
C  -0.309  -2.660  1.115
C  0.817  -2.701  0.203
H  -1.141  -3.344  1.027
C  1.920  -2.080  0.833
C  1.523  -1.576  2.089
H  2.173  -1.072  2.804
H  -0.306  -2.087  3.315
H  0.847  -3.273  -0.725
H  2.934  -2.050  0.434
O  1.864  0.510  -2.771
C  0.959  -0.127  -1.815
C  -0.168  0.888  -1.519
H  1.508  -0.282  -0.854
H  0.641  -1.114  -2.177
C  0.581  2.243  -1.673
H  -0.616  0.731  -0.508
H  -0.985  0.763  -2.257
C  1.990  1.817  -2.146
H  0.667  2.733  -0.693
H  0.109  2.917  -2.407
H  2.604  1.733  -1.235
H  2.502  2.491  -2.840
C  -0.114  0.636  2.728
C  0.319  1.134  3.790
C  0.791  1.581  5.067
C  0.056  2.520  5.827
C  0.511  2.921  7.085
C  1.689  2.401  7.626
C  2.444  1.508  6.861
C  2.015  1.104  5.595
H  -0.862  2.944  5.420
H  -0.036  3.673  7.647
H  2.015  2.700  8.625
H  3.395  1.155  7.249
H  2.636  0.430  5.007

calculated total energy = -1279.40958 Eh
charge = +1
E_LUMO (alpha / beta) = -3.99 / -5.24 eV
spin multiplicity = 4
maximum force = 2.4 eV/Å
<S²> = 3.8230

=====

(2)
Formula: C27H34AsCuN5O7S4
Source: OMol25
Level of theory: ωB97M-V/def2-TZVPD

Geometry (Å):
Cu  1.924  0.781  0.183
S  -5.792  -2.466  4.450
C  -4.714  -2.420  3.194
S  -2.998  -2.369  3.520
C  -2.639  -2.413  1.764
N  -3.731  -2.452  1.079
N  -4.883  -2.454  1.844
C  -6.095  -2.460  1.087
C  -5.992  -2.727  -0.282
C  -7.110  -2.665  -1.094
C  -8.349  -2.352  -0.557
C  -8.458  -2.129  0.804
C  -7.345  -2.174  1.631
S  -1.052  -2.407  1.196
H  -5.025  -2.981  -0.686
H  -7.016  -2.856  -2.156
H  -9.224  -2.282  -1.190
H  -9.421  -1.905  1.245
H  -7.457  -1.983  2.682
C  4.385  -0.746  2.967
As  4.271  1.008  2.146
C  3.483  2.489  3.118
C  6.139  1.510  2.034
O  3.762  0.995  0.573
H  4.659  -0.673  4.018
H  5.170  -1.269  2.420
H  3.451  -1.278  2.846
H  3.756  2.509  4.171
H  2.407  2.440  2.993
H  3.863  3.382  2.621
H  6.608  1.568  3.015
H  6.206  2.476  1.535
H  6.660  0.775  1.422
N  0.041  0.970  0.038
C  -0.660  0.731  -0.863
N  -1.484  0.575  -1.844
C  -2.581  -0.403  -1.849
C  -2.653  -1.032  -3.230
O  -2.760  -0.049  -4.250
C  -1.649  0.821  -4.249
C  -1.534  1.566  -2.924
H  -3.518  0.112  -1.619
H  -2.391  -1.158  -1.089
H  -3.543  -1.653  -3.308
H  -1.761  -1.650  -3.398
H  -1.807  1.528  -5.063
H  -0.723  0.259  -4.430
H  -2.412  2.202  -2.784
H  -0.629  2.172  -2.900
O  2.249  1.889  -1.712
C  2.694  0.808  -2.181
O  2.532  -0.292  -1.597
C  3.471  0.845  -3.468
C  3.689  2.061  -4.106
C  4.480  2.121  -5.238
C  5.050  0.953  -5.722
C  4.829  -0.271  -5.109
C  4.034  -0.320  -3.978
N  5.913  1.018  -6.901
O  6.073  2.103  -7.429
O  6.425  -0.016  -7.288
H  3.236  2.951  -3.693
H  4.669  3.053  -5.750
H  5.282  -1.161  -5.518
H  3.840  -1.254  -3.469
O  1.666  0.266  2.372
S  0.601  -0.478  3.169
C  1.179  -0.245  4.915
C  0.091  0.517  5.657
C  -0.433  1.536  4.650
C  -0.755  0.729  3.404
H  2.094  0.344  4.830
H  1.402  -1.222  5.339
H  0.481  0.990  6.559
H  -0.712  -0.161  5.951
H  0.343  2.277  4.440
H  -1.314  2.057  5.026
H  -0.822  1.301  2.481
H  -1.663  0.140  3.537

calculated total energy = -7318.57618 Eh
E_LUMO (alpha / beta) = -0.61 / -1.56 eV
spin multiplicity = 2
energy above the lowest of the compared OMol25 structures with the same formula, charge and spin = 0.0 kJ/mol
maximum force = 1.7 eV/Å
<S²> = 0.7528

=====

(3)
Formula: C27H34B2CrF4N5O4S3
Source: OMol25
Level of theory: ωB97M-V/def2-TZVPD

Geometry (Å):
Cr  -0.625  -0.756  -0.331
C  -2.909  0.026  3.139
C  -1.833  -0.287  2.162
N  -1.872  0.058  0.920
O  -2.924  0.799  0.465
B  -3.233  0.514  -0.955
F  -2.671  -0.798  -1.259
F  -4.558  0.543  -1.176
O  -2.640  1.510  -1.917
N  -0.568  0.546  -1.996
C  0.163  0.089  -2.979
C  0.061  0.562  -4.384
C  1.036  -1.005  -2.605
N  0.841  -1.435  -1.387
O  1.607  -2.438  -0.987
B  0.984  -3.192  0.168
F  1.660  -4.332  0.371
F  -0.380  -3.371  -0.207
O  0.974  -2.363  1.429
N  -0.024  -1.463  1.375
C  -0.683  -1.164  2.444
C  -0.411  -1.773  3.773
C  2.049  -1.631  -3.499
H  -2.511  0.548  4.005
H  -3.365  -0.901  3.491
H  -3.674  0.627  2.656
H  -0.790  1.226  -4.512
H  -0.066  -0.308  -5.032
H  0.972  1.076  -4.695
H  0.578  -2.223  3.775
H  -1.140  -2.567  3.956
H  -0.504  -1.040  4.572
H  2.272  -1.010  -4.362
H  1.690  -2.606  -3.836
H  2.959  -1.814  -2.929
C  1.646  2.204  4.626
C  2.444  1.143  3.881
S  2.112  1.055  2.099
C  2.556  2.739  1.562
C  1.377  3.729  1.484
S  -0.209  2.880  1.160
C  -1.315  3.550  2.438
C  -0.773  3.574  3.865
S  -0.163  1.972  4.495
H  1.882  3.203  4.262
H  1.893  2.158  5.686
H  2.207  0.143  4.245
H  3.510  1.325  4.023
H  2.985  2.600  0.571
H  3.342  3.103  2.224
H  1.539  4.432  0.667
H  1.264  4.300  2.402
H  -2.185  2.895  2.366
H  -1.610  4.559  2.146
H  -1.587  3.876  4.525
H  0.029  4.300  3.989
N  -1.324  1.693  -2.083
C  -0.852  2.914  -2.207
C  0.552  3.086  -2.653
C  1.651  2.559  -1.976
C  2.926  2.741  -2.487
C  3.114  3.441  -3.671
C  2.023  3.979  -4.341
C  0.748  3.817  -3.826
C  -1.625  4.111  -1.890
C  -0.885  5.250  -1.517
C  -1.513  6.361  -0.995
C  -2.896  6.389  -0.875
C  -3.644  5.302  -1.300
C  -3.024  4.173  -1.804
H  1.504  2.028  -1.042
H  3.779  2.336  -1.958
H  4.111  3.577  -4.069
H  2.167  4.530  -5.260
H  -0.104  4.245  -4.338
H  0.192  5.242  -1.601
H  -0.919  7.204  -0.669
H  -3.388  7.258  -0.458
H  -4.724  5.328  -1.235
H  -3.627  3.344  -2.129

calculated total energy = -4312.20110 Eh
charge = +1
E_LUMO (alpha / beta) = -4.05 / -4.30 eV
spin multiplicity = 5
energy above the lowest of the compared OMol25 structures with the same formula, charge and spin = 83.3 kJ/mol
maximum force = 2.0 eV/Å
<S²> = 6.0305

=====

(4)
Formula: C27H34BNO14P2S
Source: OMol25
Level of theory: ωB97M-V/def2-TZVPD

Geometry (Å):
C  3.873  -1.283  2.230
C  2.815  -0.631  1.370
C  2.978  -0.468  0.002
C  2.003  0.089  -0.796
C  0.797  0.534  -0.257
C  -0.247  1.105  -1.198
C  -1.712  0.798  -0.857
B  -2.258  1.840  0.229
N  -3.570  1.748  0.883
O  -1.425  2.932  0.627
O  -2.378  1.310  -2.035
P  -3.620  0.362  -2.715
O  -4.853  0.876  -1.595
C  -4.306  1.828  -3.836
P  -5.583  1.312  -4.948
O  -6.723  0.584  -4.353
O  -6.205  2.705  -5.595
O  -4.982  0.543  -6.221
C  -2.613  -0.190  -4.279
O  -1.665  0.526  -4.722
O  -2.938  -1.290  -4.795
O  -3.114  -1.008  -1.728
C  -2.166  -0.679  -0.753
O  -2.843  -0.959  0.505
C  -1.135  -1.818  -0.910
C  -0.444  -1.872  -2.293
C  -0.784  -3.168  -3.056
S  0.142  -3.340  -4.613
C  0.649  0.387  1.111
C  1.627  -0.169  1.912
H  4.710  -1.642  1.626
H  3.418  -2.189  2.660
H  4.196  -0.654  3.064
H  3.907  -0.817  -0.447
H  2.157  0.182  -1.866
H  -0.025  0.717  -2.196
H  -0.072  2.180  -1.272
H  -3.428  1.272  1.772
H  -3.912  2.688  1.070
H  -1.271  2.860  1.572
H  -4.630  -0.526  -3.235
H  -5.215  0.070  -1.219
H  -3.503  2.392  -4.325
H  -4.791  2.527  -3.141
H  -6.736  2.415  -6.348
H  -5.171  -0.400  -6.131
H  -3.299  -1.791  0.355
H  -1.703  -2.751  -0.798
H  -0.365  -1.843  -0.129
H  -0.706  -1.049  -2.966
H  0.645  -1.823  -2.154
H  -1.839  -3.072  -3.341
H  -0.608  -4.010  -2.380
H  0.867  -2.209  -4.699
H  -0.267  0.704  1.604
H  1.480  -0.285  2.985
C  1.487  4.636  0.728
C  1.765  5.585  1.621
C  3.158  5.867  2.038
O  3.414  6.732  2.854
C  4.236  5.053  1.423
C  3.963  4.104  0.531
C  2.566  3.823  0.112
O  2.309  2.965  -0.697
H  0.474  4.409  0.410
H  0.994  6.190  2.081
H  5.246  5.275  1.743
H  4.734  3.498  0.072
C  2.540  -4.684  4.806
C  2.190  -4.867  6.077
C  3.164  -4.673  7.179
O  2.848  -4.842  8.339
C  4.542  -4.264  6.810
C  4.892  -4.081  5.540
C  3.918  -4.277  4.438
O  4.235  -4.108  3.281
H  1.844  -4.820  3.987
H  1.190  -5.164  6.366
H  5.236  -4.126  7.629
H  5.892  -3.782  5.251

calculated total energy = -3263.24299 Eh
charge = -2
E_LUMO = 0.82 eV
maximum force = 4.1 eV/Å

=====

(5)
Formula: C27H34F3NO6
Source: OMol25
Level of theory: ωB97M-V/def2-TZVPD

Geometry (Å):
C  -27.255  23.734  -2.268
N  -26.314  23.566  -1.113
O  -26.491  22.749  -0.233
O  -25.388  24.410  -1.075
H  -28.320  23.683  -2.044
H  -26.895  22.890  -2.857
H  -27.049  24.673  -2.781
C  -26.235  30.519  -4.472
C  -26.561  30.609  -5.924
O  -28.006  30.490  -6.131
C  -28.773  31.566  -6.250
C  -30.086  31.243  -6.686
O  -28.305  32.732  -6.159
H  -25.153  30.582  -4.364
H  -26.556  29.685  -3.849
H  -26.607  31.324  -3.837
H  -26.289  31.615  -6.242
H  -26.197  29.772  -6.521
H  -30.556  30.405  -6.171
H  -29.893  31.022  -7.736
H  -30.733  32.116  -6.598
C  -32.554  23.801  -8.486
C  -33.234  23.458  -9.829
O  -34.117  24.487  -10.311
C  -33.670  25.409  -11.189
C  -34.781  26.139  -11.779
O  -32.543  25.536  -11.635
H  -33.264  23.879  -7.663
H  -31.934  24.697  -8.508
H  -31.942  22.978  -8.114
H  -32.599  23.053  -10.617
H  -33.972  22.681  -9.631
H  -35.704  25.559  -11.775
H  -34.477  26.467  -12.773
H  -34.902  27.052  -11.195
F  -33.556  25.517  2.770
C  -33.118  26.381  1.836
C  -34.071  26.924  1.013
C  -33.737  27.863  0.063
C  -32.402  28.207  -0.179
C  -31.411  27.638  0.653
C  -31.779  26.757  1.679
H  -35.120  26.713  1.160
H  -34.464  28.357  -0.565
H  -32.087  28.975  -0.871
H  -30.381  27.843  0.405
H  -31.051  26.301  2.334
F  -23.751  22.215  -7.964
C  -23.996  22.850  -9.096
C  -23.315  24.010  -9.439
C  -23.640  24.615  -10.581
C  -24.487  24.031  -11.507
C  -25.106  22.900  -11.116
C  -24.991  22.322  -9.845
H  -22.618  24.341  -8.683
H  -23.158  25.563  -10.771
H  -24.726  24.573  -12.410
H  -25.737  22.499  -11.895
H  -25.470  21.431  -9.465
F  -19.319  20.993  -2.431
C  -18.013  20.888  -2.564
C  -17.452  20.482  -3.756
C  -16.099  20.207  -3.721
C  -15.319  20.308  -2.555
C  -15.879  20.866  -1.363
C  -17.241  21.119  -1.391
H  -18.094  20.333  -4.611
H  -15.711  19.686  -4.584
H  -14.251  20.168  -2.645
H  -15.291  20.966  -0.462
H  -17.569  21.482  -0.428

calculated total energy = -1854.85160 Eh
structure (SMILES) = C[N+](=O)[O-].CCOC(C)=O.CCOC(C)=O.Fc1ccccc1.Fc1ccccc1.Fc1ccccc1
E_LUMO = 0.08 eV
maximum force = 5.8 eV/Å

=====

(6)
Formula: C27H34N3
Source: OMol25
Level of theory: ωB97M-V/def2-TZVPD

Geometry (Å):
C  -5.801  -3.192  -1.980
N  -5.626  -2.213  -0.912
C  -6.653  -2.240  0.117
C  -4.389  -1.668  -0.689
C  -4.194  -0.605  0.238
C  -2.931  -0.036  0.411
C  -1.811  -0.471  -0.352
C  -0.615  0.345  -0.509
C  0.705  -0.205  -0.516
C  1.756  0.429  -1.254
C  2.983  -0.172  -1.420
C  3.270  -1.399  -0.745
N  4.534  -1.947  -0.759
C  4.908  -2.945  0.239
C  5.327  -1.958  -1.981
C  2.254  -1.994  0.045
C  1.017  -1.395  0.188
C  -2.010  -1.616  -1.191
C  -3.260  -2.177  -1.381
H  -5.433  -2.788  -2.938
H  -5.249  -4.130  -1.769
H  -6.872  -3.407  -2.063
H  -6.636  -1.321  0.712
H  -7.619  -2.338  -0.392
H  -6.525  -3.102  0.799
H  -5.052  -0.213  0.784
H  -2.780  0.771  1.125
H  -0.744  1.243  -1.148
H  1.557  1.399  -1.713
H  3.754  0.321  -2.020
H  4.797  -2.550  1.266
H  4.280  -3.852  0.158
H  5.956  -3.216  0.079
H  5.113  -1.094  -2.624
H  6.394  -1.967  -1.723
H  5.107  -2.866  -2.574
H  2.438  -2.945  0.551
H  0.267  -1.839  0.840
H  -1.171  -2.013  -1.767
H  -3.373  -3.030  -2.051
C  -1.680  3.599  -0.910
C  -1.132  3.302  0.476
C  -1.511  4.385  1.469
N  -0.445  2.258  0.738
C  0.283  2.119  2.028
C  1.779  1.948  1.881
C  2.542  2.994  1.352
C  3.913  2.832  1.174
C  4.531  1.623  1.513
C  3.769  0.593  2.080
C  2.401  0.756  2.263
H  -2.699  3.192  -1.044
H  -1.731  4.694  -1.037
H  -1.042  3.175  -1.698
H  -2.540  4.749  1.312
H  -1.425  4.020  2.497
H  -0.845  5.252  1.355
H  0.142  2.995  2.701
H  -0.141  1.236  2.528
H  2.037  3.930  1.083
H  4.503  3.645  0.754
H  5.593  1.484  1.349
H  4.245  -0.345  2.362
H  1.782  -0.043  2.691

calculated total energy = -1213.22125 Eh
charge = +1
E_LUMO = -3.80 eV
energy above the lowest of the compared OMol25 structures with the same formula, charge and spin = 227.6 kJ/mol
maximum force = 2.6 eV/Å